The following is a DFT calculation (ωB97M-V/def2-TZVPD) of a 16-piece molecular cluster, C46H134N22O16 overall.

Structure (XYZ):
```
218
C46H134N22O16, DFT ωB97M-V/def2-TZVPD
C 5.1343 2.7759 -7.6851
C 3.7725 2.1588 -7.9770
C 2.7372 2.3878 -6.9161
O 2.9589 1.8441 -5.5911
C 2.6690 0.5022 -5.4235
N 3.1401 2.7750 -9.1562
H 5.8286 2.8156 -8.6018
H 5.5904 2.1361 -6.8646
H 4.9407 3.7948 -7.2113
H 3.8568 1.1069 -8.1683
H 1.7403 2.0582 -7.2652
H 2.7349 3.4769 -6.8051
H 3.5458 -0.1345 -5.6564
H 1.7167 0.2287 -5.8723
H 2.4385 0.3406 -4.3667
H 3.6949 2.4979 -9.9783
H 3.3133 3.7822 -9.1122
C 2.0238 5.6217 1.0382
C 1.2800 4.5585 1.7838
C 2.0032 3.7725 2.8299
O 2.8913 2.9346 2.0318
C 3.4250 1.8251 2.6941
N 0.0883 5.1957 2.3481
H 1.5202 6.1321 0.2340
H 2.9666 5.1913 0.7423
H 2.3790 6.4057 1.7362
H 0.9798 3.7766 1.0483
H 1.3245 3.0919 3.3854
H 2.5799 4.3266 3.6225
H 3.9275 1.2151 1.9721
H 2.5725 1.1968 3.0676
H 4.0608 2.1604 3.4829
H -0.5740 5.5538 1.6296
H -0.4288 4.5431 2.9282
C 4.6547 -2.0555 0.7789
C 5.3492 -2.3314 2.1153
C 5.3524 -1.1144 2.9606
O 5.9040 -1.5144 4.1855
C 6.3806 -0.4374 4.9858
N 4.5377 -3.4192 2.8250
H 3.7995 -1.4644 1.0434
H 4.3311 -2.9385 0.2662
H 5.2445 -1.3527 0.1856
H 6.3853 -2.5981 2.0252
H 4.3777 -0.6881 3.1689
H 6.0019 -0.4016 2.4596
H 7.1691 -0.8485 5.6285
H 5.6130 0.0260 5.6193
H 6.6959 0.4822 4.3610
H 4.4271 -4.2758 2.3060
H 4.9651 -3.6369 3.7141
C -5.5669 3.8267 0.5871
C -4.2561 3.8631 -0.0719
C -3.7326 5.2514 -0.3611
O -2.5232 5.0824 -1.0787
C -1.6206 6.1209 -1.0544
N -3.3631 3.2506 0.9168
H -5.8330 2.8377 1.0233
H -6.3225 3.9783 -0.1606
H -5.6095 4.5872 1.3545
H -4.4142 3.2158 -0.9957
H -3.5751 5.7395 0.5843
H -4.4831 5.7270 -1.0180
H -2.0784 7.0684 -1.3321
H -0.7677 5.8680 -1.6791
H -1.1861 6.2370 -0.0704
H -2.4291 3.3444 0.5263
H -3.5366 2.2799 1.0932
C 3.9758 5.1555 -3.8918
C 2.5359 5.1570 -3.4048
C 1.6357 5.8588 -4.4259
O 1.5706 5.1550 -5.6076
C 0.4324 5.3794 -6.3523
N 2.1163 3.7154 -3.3039
H 4.5885 4.5288 -3.2268
H 4.3929 6.1413 -3.8489
H 3.9705 4.8023 -4.9337
H 2.4042 5.6744 -2.4411
H 2.0194 6.8798 -4.4968
H 0.6223 5.9479 -3.9577
H 0.6267 4.7180 -7.2582
H 0.3131 6.4203 -6.6671
H -0.4346 4.9847 -5.8347
H 2.3204 3.2969 -4.2458
H 1.1421 3.5715 -3.0893
C -5.3935 -6.5416 2.0776
C -4.8665 -5.1422 1.9651
C -3.4341 -5.1697 2.6049
O -3.5830 -5.2387 3.9958
C -2.3868 -5.3998 4.7622
N -4.8910 -4.6470 0.5721
H -5.4908 -6.6184 3.1622
H -4.6779 -7.1909 1.5654
H -6.4596 -6.6490 1.6934
H -5.4725 -4.4933 2.6042
H -2.8518 -4.3129 2.3694
H -2.9855 -6.0953 2.2383
H -1.7118 -6.0781 4.1476
H -2.6304 -5.9918 5.6285
H -1.8733 -4.5111 5.1885
H -5.5833 -5.1581 0.1039
H -4.0613 -5.0240 0.1042
C -1.1488 0.6530 -3.9249
C -1.9916 1.5293 -2.9764
C -2.9831 0.6449 -2.2038
O -3.9046 -0.1622 -3.0104
C -5.1264 0.4412 -3.3670
N -1.0501 2.0980 -1.9935
H -0.5108 1.3277 -4.4718
H -1.7861 -0.0366 -4.5277
H -0.5621 0.0118 -3.2781
H -2.4016 2.2887 -3.6162
H -3.6436 1.2478 -1.5257
H -2.3976 -0.0815 -1.6295
H -5.0668 1.1996 -4.1213
H -5.7423 0.8160 -2.5402
H -5.6668 -0.4282 -3.8752
H -0.5001 1.3946 -1.4855
H -1.4210 2.8311 -1.4619
C -0.9840 -0.1075 1.2698
C -0.6636 -1.4962 0.7601
C 0.6632 -1.4676 0.0498
O 0.5539 -0.6669 -1.1374
C 1.8788 -0.7428 -1.7877
N -0.5392 -2.5366 1.8041
H -0.7705 0.5021 0.3918
H -0.2961 0.1550 2.1019
H -1.9977 -0.0233 1.6200
H -1.4669 -1.7422 0.0523
H 0.9718 -2.4909 -0.2667
H 1.4587 -1.0055 0.6781
H 2.1142 -1.8114 -2.0534
H 2.7562 -0.3715 -1.1974
H 1.8300 -0.1647 -2.6836
H -0.6075 -3.4591 1.4259
H -1.2567 -2.5071 2.4845
C 1.7545 -4.5274 -3.6594
C 0.6854 -4.4448 -4.7429
C -0.3621 -3.3649 -4.5796
O -1.0095 -3.6720 -3.3718
C -2.0722 -2.7896 -2.9692
N 1.4664 -4.2818 -6.0417
H 2.3814 -3.6263 -3.7588
H 2.2695 -5.4670 -3.6791
H 1.4003 -4.4531 -2.6767
H 0.1880 -5.4121 -4.9404
H -0.9312 -3.3371 -5.4877
H 0.1855 -2.3932 -4.5782
H -2.8910 -2.8322 -3.6993
H -1.7856 -1.7637 -2.9466
H -2.4094 -3.2449 -2.0647
H 0.8917 -4.3093 -6.8625
H 1.8692 -3.3510 -6.0966
C -2.6591 1.5786 4.7122
C -3.8384 0.8102 5.3301
C -4.7897 1.6804 6.2172
O -5.9742 0.9372 6.5599
C -5.8581 -0.0005 7.6254
N -4.5349 0.0571 4.3156
H -1.8537 0.8772 4.3914
H -2.1932 2.2210 5.4235
H -3.0700 2.2328 3.9361
H -3.4170 0.0778 5.9635
H -5.1212 2.6065 5.6123
H -4.3020 2.0338 7.1407
H -6.7910 -0.1700 8.1013
H -5.1373 0.3109 8.4003
H -5.5259 -0.9454 7.1247
H -5.4779 -0.1555 4.6010
H -4.6142 0.3843 3.3523
C -4.5112 -0.9673 1.0778
O -4.4595 0.2524 1.2787
N -4.7961 -1.5033 -0.1583
N -4.2901 -1.9412 1.9578
H -4.6247 -2.4687 -0.4345
H -5.1570 -0.8592 -0.8319
H -4.8082 -2.7863 1.7179
H -4.2809 -1.5921 2.9147
C -2.1984 -6.9434 -0.8683
O -1.9275 -7.5516 0.1224
N -1.5498 -5.8310 -1.2558
N -3.2839 -7.2553 -1.6952
H -1.5533 -5.4330 -2.1964
H -0.8961 -5.5453 -0.6166
H -3.6186 -8.2309 -1.6508
H -3.1706 -6.9687 -2.6248
C 2.7448 2.5629 6.6554
O 3.7884 2.3437 6.0732
N 2.6325 3.1245 7.8954
N 1.4861 2.2762 6.0949
H 3.4421 3.2560 8.4472
H 1.7139 3.2283 8.3756
H 0.8799 1.8033 6.7705
H 1.3860 1.8727 5.1972
C 4.8657 1.2694 -1.5161
O 5.6097 0.7015 -0.7160
N 3.8397 2.0604 -1.2025
N 5.0411 1.0795 -2.8606
H 3.6973 2.3070 -0.2506
H 3.3255 2.6190 -1.9077
H 4.4535 1.5085 -3.5725
H 5.7305 0.3882 -3.1091
C 1.9200 -0.9014 4.6119
O 1.0108 -0.1645 4.8340
N 3.0529 -0.5890 5.2831
N 1.9524 -2.0149 3.8564
H 3.8058 -1.1809 5.3516
H 3.0435 0.2558 5.8445
H 1.2150 -2.1604 3.1603
H 2.8064 -2.5279 3.6887
C 1.0142 -5.8399 1.7740
O 0.5555 -5.1605 0.8052
N 0.6863 -7.1852 1.8249
N 1.8100 -5.4149 2.8034
H 0.0492 -7.6393 1.1080
H 0.8234 -7.8259 2.6252
H 1.9061 -6.0117 3.6049
H 2.0206 -4.4042 2.9455
```

The frontier orbital gap comes out at 9.008 eV. For the energy above the lowest of the compared OMol25 structures with the same formula, charge and spin, the calculation gives 2.25 kcal per mole. The total energy comes out at -115417.8947 eV.